Version A
C4H9N3O2 | wB97M-V/def2-TZVPD

Geometry as ORCA input:
```
! RIJCOSX wB97M-V def2-TZVPD def2/J DEFGRID3
* xyz 0 1
C -2.5984 0.0870 -0.0237
N -1.2534 0.4612 0.3129
C 2.1194 -0.1081 0.1713
C 0.7437 0.5188 -0.3358
C -0.0752 -0.4072 0.2664
N 0.7477 1.9488 -0.3198
N -0.2280 -1.7040 -0.0977
O 2.4315 -1.4284 -0.0443
O 3.0395 0.6352 0.4723
H 3.3786 -1.5433 0.1265
H -1.0886 1.3789 0.7082
H 0.6692 2.3330 -1.2568
H 1.4877 2.3356 0.2590
H 0.6047 -2.2704 -0.0334
H -1.0968 -2.1642 0.1235
H -2.8961 0.5021 -0.9917
H -3.2866 0.4225 0.7548
H -2.6987 -0.9975 -0.0919
*
```

Results
molecular weight = 131.1 g mol⁻¹
Kohn-Sham gap = 8.20 eV

Version B
C4H9N3O2 | wB97M-V/def2-TZVPD

Geometry as ORCA input:
```
! RIJCOSX wB97M-V def2-TZVPD def2/J DEFGRID3
* xyz 0 1
C 0.4411 0.3998 2.2424
C -1.9445 0.8545 -0.7688
N 1.4150 -0.3679 1.9767
C 1.0664 -1.4027 -0.5337
C 0.2051 -0.1390 -0.8720
N 0.9039 0.8477 -1.4688
O 0.2964 -2.4081 -0.1310
N -1.0312 -0.2448 -0.5879
O 2.1998 -1.5079 -0.9219
H -0.6128 -2.0404 -0.0281
H 1.2506 -1.3812 2.0754
H 1.8868 0.6803 -1.6160
H 0.5013 1.7385 -1.6814
H 0.5865 1.4816 2.1877
H -0.5616 0.0837 2.5676
H -2.3336 0.8643 -1.7866
H -2.7759 0.7194 -0.0847
H -1.4935 1.8222 -0.5690
*
```

Results
molecular weight = 131.1 g mol⁻¹
Kohn-Sham gap = 10.35 eV

Which structure loses on stability? version A does.

Version A
C24H25BCo2O8 | wB97M-V/def2-TZVPD

Geometry as ORCA input:
```
! RIJCOSX wB97M-V def2-TZVPD def2/J DEFGRID3
* xyz 0 1
C -2.8193 -1.6350 0.0555
C -1.7276 -2.6986 -0.0076
C -2.1395 -3.8425 -0.9124
O -0.5316 -2.1400 -0.5139
B 0.1651 -1.5507 0.6065
C 1.7011 -2.1705 0.5768
C 2.3466 -2.5199 1.7512
C 3.5510 -3.2445 1.7120
C 4.1367 -3.5943 0.4863
C 3.4916 -3.2100 -0.7006
C 2.2712 -2.5035 -0.6430
C 0.2689 0.1115 0.3629
C -0.1873 0.5413 -0.9598
C 0.5274 1.1976 1.2839
O -0.4098 -2.0192 1.8579
C -1.2298 -3.1395 1.4946
C -2.3577 -3.2648 2.4953
C -0.4200 -4.4166 1.4280
H -3.7620 -2.1148 0.3394
H -2.5832 -0.8445 0.7828
H -2.9528 -1.1680 -0.9276
H -3.0160 -4.3487 -0.4902
H -2.3932 -3.4285 -1.8939
H -1.3113 -4.5495 -1.0254
H 1.9267 -2.2486 2.7138
H 4.0414 -3.5256 2.6456
H 5.0972 -4.1329 0.4454
H 3.9358 -3.4463 -1.6744
H 1.7808 -2.2213 -1.5735
H -0.5755 -0.2436 -1.6245
H -0.9303 1.3569 -0.8948
H 0.7083 0.9529 -1.4305
H -0.4267 1.8347 1.4363
H 1.0829 0.7742 2.1503
H -3.0488 -4.0410 2.1569
H -1.9442 -3.5673 3.4581
H -2.8945 -2.3224 2.6322
H -1.0913 -5.2600 1.2527
H 0.3282 -4.3756 0.6316
H 0.0958 -4.5642 2.3784
O -1.8759 6.3924 1.6754
C -1.4632 6.1201 0.6249
Co -0.9056 5.6164 -0.9649
C -2.0126 4.2410 -1.1571
O -2.6511 3.3038 -1.2761
C -1.8982 7.0793 -1.4921
O -2.6319 7.9407 -1.7886
C 0.7739 4.8679 -0.1217
C 1.0875 3.5023 -0.1333
C 1.3390 2.4318 0.8056
Co 1.0117 4.2324 -1.7461
C 0.4858 2.8677 -2.7595
O 0.1358 2.0411 -3.5376
C 2.4376 4.6950 -2.6633
O 3.2978 5.0523 -3.3769
C -0.2208 5.3116 -2.8234
O -0.4587 5.6104 -3.9320
H 1.1027 5.5945 0.6486
H 2.1207 1.7490 0.3637
H 1.6214 2.9335 1.7918
*
```

Results
molecular weight = 570.1 g mol⁻¹
Kohn-Sham gap = 6.68 eV

Version B
C24H25BCo2O8 | wB97M-V/def2-TZVPD

Geometry as ORCA input:
```
! RIJCOSX wB97M-V def2-TZVPD def2/J DEFGRID3
* xyz 0 1
C 0.6646 -0.4283 3.2710
C 0.2567 1.0428 3.2484
C 1.2881 1.8685 3.9999
O 0.1832 1.4978 1.9114
B -1.1815 1.2038 1.5173
C -1.8419 2.5457 0.7745
C -3.2086 2.7663 0.8590
C -3.7752 3.9050 0.2573
C -2.9596 4.8118 -0.4195
C -1.5835 4.5969 -0.4802
C -1.0213 3.4630 0.1361
C -1.1667 -0.0800 0.4155
C 0.0186 -0.2371 -0.4734
C -2.1873 -0.9458 0.3685
O -2.0298 0.8581 2.6382
C -1.2691 1.2327 3.7711
C -1.6451 0.3487 4.9469
C -1.5501 2.6916 4.1300
H 0.8230 -0.7555 4.3059
H -0.0984 -1.0695 2.8059
H 1.6168 -0.5514 2.7392
H 1.2937 1.5762 5.0572
H 2.2796 1.6604 3.5836
H 1.0734 2.9376 3.9028
H -3.8469 2.0546 1.3792
H -4.8506 4.0524 0.3356
H -3.3963 5.6912 -0.8938
H -0.9221 5.2918 -0.9952
H 0.0537 3.2994 0.0991
H 0.8544 0.4089 -0.1836
H 0.3525 -1.2888 -0.4604
H -0.2361 -0.0045 -1.5190
H -2.1646 -1.7749 -0.3501
H -3.0695 -0.8700 1.0106
H -0.9862 0.5711 5.7938
H -2.6732 0.5736 5.2468
H -1.5724 -0.7094 4.6805
H -1.0304 2.9583 5.0589
H -1.2335 3.3785 3.3325
H -2.6266 2.8119 4.3044
O -0.4336 -5.8415 -2.8202
C 0.6336 -5.4102 -2.9878
Co 2.1871 -4.7164 -3.3566
C 2.6829 -3.9884 -1.8440
O 2.9987 -3.5202 -0.8292
C 3.3678 -5.8743 -3.8829
O 4.1359 -6.6524 -4.2664
C 1.7756 -3.4755 -4.8570
C 1.0764 -2.3870 -4.2816
C -0.0899 -1.9268 -3.8098
Co 2.7564 -1.9993 -4.6629
C 3.3166 -0.9827 -3.2725
O 3.9967 -0.3294 -2.5974
C 2.5063 -0.8104 -5.9936
O 2.5111 -0.0982 -6.9097
C 4.2875 -2.7239 -5.1575
O 5.2804 -3.1898 -5.5187
H 1.5198 -3.9890 -5.8000
H -0.1472 -0.9233 -3.3789
H -0.9939 -2.5448 -3.8790
*
```

Results
molecular weight = 570.1 g mol⁻¹
Kohn-Sham gap = 1.98 eV

Which structure loses on stability? version B does.

Version A
C3H41NO17 | wB97M-V/def2-TZVPD

Geometry as ORCA input:
```
! RIJCOSX wB97M-V def2-TZVPD def2/J DEFGRID3
* xyz 1 2
C 0.1086 -1.9164 -0.4822
C 1.3130 -2.4178 -0.7573
N 2.5614 -2.0284 -0.2953
C 3.6678 -2.6443 -1.1299
H -0.1919 -1.0020 0.0289
H -0.7463 -2.3193 -0.9838
H 1.2772 -3.2538 -1.3628
H 2.6640 -1.0525 -0.1450
H 3.6754 -3.6228 -0.8060
H 3.4297 -2.7069 -2.1577
H 4.6119 -2.3068 -0.8737
H 1.7272 -2.0320 3.1446
H 0.8083 -0.8442 3.1052
O 0.9677 -1.5739 3.6605
H 1.7922 2.7036 -2.5889
H 2.0602 1.3346 -2.4582
O 2.3559 2.0099 -2.9259
H 0.3309 3.9791 -0.2721
H 0.2940 2.8831 -1.3748
O 0.9674 3.3512 -0.8213
H -2.2884 -0.7485 0.8648
H -3.4793 -1.6116 0.3115
O -2.5769 -1.6666 0.6535
H 2.4272 3.0814 0.5810
H 3.2204 2.2512 -0.8077
O 2.8435 2.2459 0.1490
H -2.9788 1.3931 0.1518
H -1.4247 1.0381 0.5689
O -2.3160 0.8715 0.7380
H -1.0836 -4.2876 -1.3166
H -2.3019 -3.9282 -2.0509
O -1.4468 -4.4452 -2.2113
H -1.9111 1.7541 -4.0800
H -1.1328 1.4319 -2.8344
O -1.7351 2.1435 -3.1425
H -0.9849 -3.8704 1.2153
H -2.1428 -3.4078 0.4655
O -1.4997 -4.1711 0.4477
H -0.2891 0.9096 -1.0999
H -0.0884 -0.2009 -2.1297
O 0.1939 0.6931 -1.8293
H 0.7153 2.0284 0.5073
H 0.5373 0.8684 1.4529
O 0.2729 1.1650 0.5970
H -0.8611 -1.1801 4.2655
H -1.8874 -0.7719 3.2979
O -1.3693 -0.4241 4.0316
H -0.5808 -3.1296 -2.9025
H -0.9725 -2.0647 -3.8714
O -0.2779 -2.2837 -3.1861
H -1.3214 2.2597 4.0267
H -0.3260 1.1227 3.9177
O -0.4429 2.0344 3.6669
H -0.6869 5.0212 1.6749
H -0.5763 3.5128 1.7752
O -0.6026 4.2504 1.1221
H 2.1118 1.6718 2.8397
H 2.3644 0.5205 1.8061
O 1.8309 0.8434 2.6050
H -3.6072 2.5568 -1.6824
H -3.2946 3.4739 -0.3350
O -3.7051 2.5089 -0.7582
*
```

Results
molecular weight = 363.4 g mol⁻¹
Kohn-Sham gap (spin up / spin down) = 10.31 / 6.29 eV
⟨S²⟩ = 0.7653

Version B
C3H41NO17 | wB97M-V/def2-TZVPD

Geometry as ORCA input:
```
! RIJCOSX wB97M-V def2-TZVPD def2/J DEFGRID3
* xyz 1 2
C 0.6457 -3.4915 2.3223
C 0.4247 -2.9060 0.9609
C 0.5176 -1.5631 0.6552
N 0.6881 -1.0593 -0.5415
H 0.8089 -4.5419 2.1751
H 1.3579 -2.9255 2.9287
H -0.3223 -3.4291 2.8373
H 0.4883 -3.6750 0.1833
H 0.6573 -0.7874 1.3846
H 0.1394 -0.2670 -0.7162
H 0.5847 -1.6724 -1.3226
H -1.2806 -0.2812 -3.2127
H -2.6300 0.1114 -3.9880
O -1.8287 -0.4607 -3.9564
H 0.3066 3.4776 0.6477
H -0.5631 2.7415 1.7392
O 0.0588 2.6100 0.9470
H -1.2926 -0.9856 3.3427
H -2.0657 0.2069 2.6903
O -2.1271 -0.7183 2.9119
H -4.9937 -0.1561 1.3600
H -3.6864 0.7281 1.3766
O -4.5070 0.4751 1.8701
H -3.0645 -2.0893 -2.8988
H -1.8711 -3.1943 -2.8003
O -2.5098 -2.6960 -2.2688
H -1.3544 1.1463 -0.8894
H -0.2539 2.2655 -0.8428
O -0.8919 1.8175 -1.4514
H 0.6600 -4.0579 -2.2613
H 0.8878 -3.1068 -3.6074
O 0.2147 -3.4375 -2.9222
H 2.1675 0.2454 -0.3089
H 3.6065 -0.2468 0.2420
O 3.0831 0.5229 -0.1414
H -2.3900 -1.3063 -0.8772
H -2.0348 -0.0188 0.0966
O -2.1560 -0.4245 -0.7823
H -2.3667 -2.7370 0.2084
H -2.1809 -2.0021 1.5430
O -2.8304 -2.4647 1.0335
H -2.3049 2.9082 3.8994
H -1.0160 3.6032 4.3246
O -1.3600 2.9574 3.6657
H 1.3484 4.3557 -1.6790
H 2.3215 3.9333 -0.7632
O 1.4981 4.3828 -0.7591
H -3.3096 3.5743 -0.1337
H -1.9715 3.6919 0.6487
O -2.9138 3.7553 0.7216
H 3.9185 -1.7555 1.7933
H 3.8915 -2.7600 0.6454
O 4.1305 -1.8617 0.9137
H 1.5519 1.8742 -2.2113
H 2.8046 1.6923 -1.4616
O 2.4385 2.1502 -2.1713
H 4.1190 -1.2364 -2.7537
H 3.3280 -0.8382 -1.5333
O 3.7265 -1.6652 -1.9857
H 4.1995 2.6339 0.7711
H 3.7467 1.4203 1.3834
O 3.8342 2.3672 1.5653
*
```

Results
molecular weight = 363.4 g mol⁻¹
Kohn-Sham gap (spin up / spin down) = 9.36 / 5.86 eV
⟨S²⟩ = 0.7598

Which structure loses on stability? version A does.

Version A
C3H10S2 | wB97M-V/def2-TZVPD

Geometry as ORCA input:
```
! RIJCOSX wB97M-V def2-TZVPD def2/J DEFGRID3
* xyz 0 1
C -0.9656 2.0490 -2.9715
S -1.1383 0.2632 -2.6656
H -1.6225 2.6617 -2.3089
H 0.1537 2.4990 -3.0237
H -1.1862 2.4154 -3.9797
H -0.2051 0.0936 -1.8154
C 0.8281 -2.0428 2.2089
C 0.0303 -0.8564 1.5332
S 0.3652 0.9467 2.0313
H 0.5409 -2.0948 3.2478
H 1.9042 -2.1774 2.0871
H 0.5347 -3.0617 1.7761
H 0.1255 -0.9051 0.4753
H -1.0329 -0.9161 1.8903
H 1.6678 1.1255 1.5148
*
```

Results
molecular weight = 110.2 g mol⁻¹
Kohn-Sham gap = 9.90 eV

Version B
C3H10S2 | wB97M-V/def2-TZVPD

Geometry as ORCA input:
```
! RIJCOSX wB97M-V def2-TZVPD def2/J DEFGRID3
* xyz 0 1
C -1.1571 -1.3249 -2.6264
S -1.7876 0.1979 -1.8267
H -1.6180 -1.3332 -3.6354
H -0.1889 -0.9822 -2.6433
H -1.3546 -2.3267 -2.1784
H -2.6925 -0.4431 -0.9210
C 2.1376 0.9438 0.9567
S 0.4343 1.8859 1.1850
C -0.2393 0.3791 2.0485
H 2.7797 1.7388 1.5796
H 2.2826 1.0287 -0.1186
H 2.3710 -0.0308 1.3322
H 0.4714 -0.4270 2.2531
H -0.4098 0.7222 3.1482
H -1.0288 -0.0284 1.4464
*
```

Results
molecular weight = 110.2 g mol⁻¹
Kohn-Sham gap = 9.09 eV

Which structure loses on stability? version B does.

Version A
C3H6N2S | wB97M-V/def2-TZVPD

Geometry as ORCA input:
```
! RIJCOSX wB97M-V def2-TZVPD def2/J DEFGRID3
* xyz 0 1
C 0.8908 -0.0300 -0.0565
C -0.3353 -0.8721 -0.3176
C -1.5434 -0.4976 0.4773
H 1.1298 2.0858 -0.2807
H -0.4162 1.5232 -0.0799
H 2.7257 0.0607 0.0973
H -0.2178 -1.9122 0.0014
H -0.5588 -0.8202 -1.3540
H -1.2789 -0.4062 1.5620
N 0.5585 1.3362 0.0356
N 1.9999 -0.5943 0.0276
S -2.9541 0.1265 -0.1124
*
```

Results
molecular weight = 102.2 g mol⁻¹
Kohn-Sham gap = 8.47 eV

Version B
C3H6N2S | wB97M-V/def2-TZVPD

Geometry as ORCA input:
```
! RIJCOSX wB97M-V def2-TZVPD def2/J DEFGRID3
* xyz 0 1
C -1.5230 -0.3387 -0.7459
C 0.1672 -1.0432 1.0583
C -0.1978 -0.7409 -0.3778
N -2.5979 0.0555 -0.6429
N 0.5140 1.0727 -1.0338
S 0.7632 2.1326 0.1972
H 1.1948 -0.6903 1.2963
H 0.0102 -2.1427 1.1793
H -0.4855 -0.6219 1.7362
H 0.2370 -1.4160 -1.1716
H -0.2444 1.3939 -1.6663
H 2.1621 2.3392 0.1711
*
```

Results
molecular weight = 102.2 g mol⁻¹
Kohn-Sham gap (spin up / spin down) = 8.75 / 8.75 eV

Which structure loses on stability? version B does.

Version A
C3H6N2S | wB97M-V/def2-TZVPD

Geometry as ORCA input:
```
! RIJCOSX wB97M-V def2-TZVPD def2/J DEFGRID3
* xyz 0 1
C 0.9716 1.0645 -1.7554
C 0.5031 0.3759 -0.7518
C 1.2028 0.4340 0.6131
N -2.9873 -2.0302 1.2738
N -2.5827 -1.1511 1.8770
S -0.9194 -0.6090 -0.6205
H 0.5133 1.2567 -2.6971
H 1.7669 1.7606 -1.3947
H 0.9090 -0.3716 1.2148
H 2.2621 0.5681 0.3591
H 0.7715 1.3103 1.1466
H -2.4109 -2.6082 0.7351
*
```

Results
molecular weight = 102.2 g mol⁻¹
Kohn-Sham gap (spin up / spin down) = 9.73 / 5.80 eV

Version B
C3H6N2S | wB97M-V/def2-TZVPD

Geometry as ORCA input:
```
! RIJCOSX wB97M-V def2-TZVPD def2/J DEFGRID3
* xyz 0 1
C -0.3283 -0.5730 0.6260
C -0.7889 0.5287 -0.4155
C 1.0528 -0.1037 0.9446
H -0.0773 -1.9136 -1.4148
H -0.9445 -0.7537 1.5143
H -0.8586 0.1307 -1.4582
H -1.7929 0.9339 -0.1676
H 0.4978 2.0561 -1.0939
H 1.8492 -0.6555 1.4563
N 0.2894 1.5491 -0.1812
N 1.3807 1.0247 0.3153
S -0.2795 -2.2237 -0.1253
*
```

Results
molecular weight = 102.2 g mol⁻¹
Kohn-Sham gap = 9.33 eV

Version C
C3H6N2S | wB97M-V/def2-TZVPD

Geometry as ORCA input:
```
! RIJCOSX wB97M-V def2-TZVPD def2/J DEFGRID3
* xyz 0 1
C -0.9803 -1.2889 -0.1637
C -0.3430 -0.9727 0.7991
C 0.1076 -0.5845 2.1169
N 0.4143 1.6381 -2.5619
N 0.2073 1.0524 -1.5031
S 0.1325 1.8022 -0.0212
H 0.2664 -0.0261 -1.5278
H -1.2152 -1.2305 -1.2294
H -0.3139 0.3840 2.3234
H 0.0338 -1.2354 3.0249
H 1.2781 -0.5251 2.1095
H 0.4123 0.9866 -3.3667
*
```

Results
molecular weight = 102.2 g mol⁻¹
Kohn-Sham gap (spin up / spin down) = 8.30 / 8.30 eV

Version D
C3H6N2S | wB97M-V/def2-TZVPD

Geometry as ORCA input:
```
! RIJCOSX wB97M-V def2-TZVPD def2/J DEFGRID3
* xyz 0 1
C 0.0278 -0.1832 -1.2722
C -0.3486 0.0496 1.1308
C -1.0470 -0.1706 2.2418
H 3.0039 1.2821 -2.2226
H -0.3343 -0.6757 -2.1727
H -1.5587 -0.9290 -0.2182
H 0.5573 0.5474 1.1680
H -2.0246 -0.7410 2.2541
H -0.6748 0.1909 3.1822
N 1.1532 0.4411 -1.2199
N -0.6922 -0.3966 -0.1312
S 1.9381 0.5850 -2.7401
*
```

Results
molecular weight = 102.2 g mol⁻¹
Kohn-Sham gap = 8.75 eV

Which structure loses on stability? version C does.